# Cl2H3PSi

2 unconnected molecules or ions with the total composition Cl2H3PSi at a distorted geometry (ωB97M-V/def2-TZVPD, the Open Molecules 2025 dataset).

The calculation puts the relative energy (zero: lowest compared OMol25 entry of this formula, charge and spin) at 43.95 kcal/mol. Its total energy is -42260.5198 eV. The value obtained for the LUMO energy is -0.96 eV. As for the HOMO-LUMO gap: 8.58 eV. Its spin multiplicity is 1. Its charge is 0.

```
7
Properties=species:S:1:pos:R:3:forces:R:3
Si 1.141811 0.522091 2.280032 0.2 0.2 0.2
P -0.461332 0.301910 -1.923963 1.1 -0.7 -1.2
Cl 2.120589 -1.292986 1.978458 -0.2 0.0 -0.1
Cl -0.733737 0.218736 1.465829 -0.2 -0.2 0.4
H -1.472006 1.102529 -1.417565 -0.1 0.3 0.9
H 0.443503 0.038830 -0.860614 -0.2 0.9 0.0
H -1.038828 -0.891109 -1.522175 -0.7 -0.6 -0.2
```
Positions in Å, forces in eV/Å.

---

# C35H39GaN7OP

A molecular structure, C35H39GaN7OP (ωB97M-V/def2-TZVPD, the Open Molecules 2025 dataset).

The calculation puts the relative energy (zero: lowest compared OMol25 entry of this formula, charge and spin) at 1.78 kcal/mol. Its total energy is -111060.8274 eV. The value obtained for the LUMO energy is -5.96 eV. As for the HOMO-LUMO gap: 7.51 eV. Its spin multiplicity is 1. Its charge is +2.

```
84
Properties=species:S:1:pos:R:3:forces:R:3
Ga 0.094072 0.095499 -0.779697 -0.1 0.0 0.2
C 3.888317 -0.397172 1.254637 0.0 0.0 0.0
C 2.776336 -0.263950 0.279599 0.1 -0.2 -0.1
N 1.604516 0.132794 0.560156 -0.2 0.2 0.3
N 1.223920 0.554814 1.811800 0.1 -0.1 -0.3
C 0.170587 1.337152 1.663285 -0.1 0.1 0.0
O -0.387141 1.532997 0.502320 -0.1 0.0 0.3
C -0.395643 1.998458 2.854196 0.0 -0.1 -0.1
C 0.126504 1.736370 4.119569 0.0 0.0 0.0
C -0.435142 2.335117 5.233781 0.0 0.0 0.0
C -1.510953 3.202402 5.089145 0.0 0.0 0.0
C -2.025256 3.475636 3.827731 0.0 0.0 0.0
C -1.469400 2.872838 2.710681 0.0 0.0 0.0
C 2.972066 -0.431291 -1.188073 0.0 0.0 0.2
C 4.192154 -0.792127 -1.718191 0.1 0.0 0.0
C 4.389271 -0.689240 -3.088490 0.1 0.0 0.0
C 3.371250 -0.177799 -3.869892 0.0 0.0 0.0
C 2.167535 0.141507 -3.265372 0.0 -0.1 0.1
N 1.939790 -0.032342 -1.960476 0.0 0.1 -0.1
H 3.511497 -0.247772 2.260726 0.0 0.0 0.0
H 4.661268 0.346861 1.046923 0.0 0.0 0.0
H 4.343054 -1.386165 1.180600 0.0 0.0 0.0
H 0.970134 1.066061 4.219178 0.0 0.0 0.0
H -0.031189 2.133489 6.216929 0.0 0.0 0.0
H -1.943914 3.674176 5.961697 0.0 0.0 0.0
H -2.853441 4.162787 3.716983 0.0 0.0 0.0
H -1.861068 3.079500 1.723382 0.0 0.0 0.0
H 4.989404 -1.116626 -1.063713 0.0 0.0 0.0
H 5.341496 -0.958252 -3.526489 0.0 0.0 0.0
H 3.500474 -0.011410 -4.929922 0.0 0.0 0.0
H 1.382067 0.605980 -3.839845 -0.1 0.0 0.0
N -1.505742 -2.713198 -0.182494 0.0 0.0 0.1
P -0.711210 -1.704046 0.940560 0.0 -0.1 -0.1
C 0.739730 -2.669330 1.427066 0.0 0.0 0.1
C 1.268069 -2.546763 2.711182 0.1 0.0 0.0
C 2.426730 -3.232169 3.048066 0.0 0.0 0.0
C 3.068589 -4.025844 2.103950 0.0 0.0 0.0
C 2.551314 -4.139178 0.819725 0.0 0.0 0.0
C 1.385819 -3.463603 0.481628 0.1 0.0 0.0
C -1.830925 -1.724937 2.343193 0.1 0.0 0.0
C -2.621622 -0.615631 2.626582 -0.1 0.0 0.0
C -3.523443 -0.662371 3.680994 0.0 0.0 0.0
C -3.639209 -1.816755 4.441305 0.0 0.0 0.0
C -2.856424 -2.931399 4.155223 0.0 0.0 0.0
C -1.946453 -2.888404 3.112470 0.0 0.0 0.1
C -1.511499 -2.480227 -1.525742 0.1 0.2 0.0
C -2.261485 -3.319223 -2.368857 0.0 -0.1 0.0
C -2.265959 -3.095859 -3.714480 -0.1 0.0 -0.1
C -1.530881 -2.019993 -4.233945 0.0 0.0 0.0
C -0.837412 -1.243344 -3.358428 0.0 -0.1 0.2
N -0.799774 -1.445755 -2.010037 -0.1 -0.1 -0.2
H -2.073345 -3.482458 0.143882 0.0 0.0 0.0
H 0.769708 -1.929925 3.448806 0.0 0.0 0.0
H 2.823245 -3.156727 4.052844 0.0 0.0 0.0
H 3.964127 -4.571028 2.375217 0.0 0.0 0.0
H 3.039536 -4.773623 0.090573 0.0 0.0 0.0
H 0.973378 -3.579044 -0.514786 0.0 0.0 0.0
H -2.541379 0.282863 2.027903 0.0 0.0 0.0
H -4.133604 0.203221 3.904783 0.0 0.0 0.0
H -4.343048 -1.852822 5.262952 0.0 0.0 0.0
H -2.950786 -3.829716 4.751456 0.0 0.0 0.0
H -1.315958 -3.747930 2.914747 0.0 0.0 0.0
H -2.826130 -4.131867 -1.930507 0.0 0.0 0.0
H -2.839508 -3.738386 -4.370497 0.0 0.0 0.0
H -1.508525 -1.802931 -5.292291 0.0 0.0 0.0
H -0.281363 -0.398169 -3.721161 0.1 0.1 0.0
C 0.418275 4.609496 -3.305082 0.0 0.1 0.0
C -0.673598 3.559654 -3.146473 0.0 0.0 0.1
C -1.094337 3.032834 -4.512202 0.0 -0.1 -0.1
C -1.870375 4.143512 -2.393258 0.0 0.0 0.0
N -0.023640 2.453961 -2.380726 -0.2 0.0 -0.1
N -0.956619 1.434590 -1.949636 0.2 0.1 -0.2
H 0.070973 5.416927 -3.949646 0.0 0.0 0.0
H 1.313179 4.172665 -3.751826 0.0 0.0 0.0
H 0.686996 5.047505 -2.339465 0.0 0.0 0.0
H -1.540987 3.837663 -5.096072 0.0 0.0 0.0
H -1.854600 2.246070 -4.449049 0.0 0.0 0.0
H -0.233120 2.653450 -5.067080 0.0 0.0 0.0
H -2.237751 5.031592 -2.907143 0.0 0.0 0.0
H -1.588750 4.440957 -1.378680 0.0 0.0 0.0
H -2.713413 3.447846 -2.337664 0.0 0.0 0.0
H 0.334922 2.847180 -1.512369 0.1 0.0 0.0
H -1.389383 1.049092 -2.783027 0.0 0.0 0.0
H -1.704936 1.841283 -1.385631 0.0 0.0 0.1
```
Positions in Å, forces in eV/Å.

---

# C3H4N2O

C3H4N2O in the gas phase at a distorted geometry (ωB97M-V/def2-TZVPD, the Open Molecules 2025 dataset).

The calculation puts the relative energy (zero: lowest compared OMol25 entry of this formula, charge and spin) at 58.29 kcal/mol. Its total energy is -8201.3578 eV. The value obtained for the LUMO energy is 0.86 eV. As for the HOMO-LUMO gap: 9.39 eV. Its spin multiplicity is 1. Its charge is 0.

```
10
Properties=species:S:1:pos:R:3:forces:R:3
N -0.567342 -0.457832 -1.667358 0.0 -0.1 0.0
C -0.080901 -0.121071 -0.425394 -0.1 -0.1 0.0
C -0.561117 -0.093135 0.828488 0.0 0.1 -0.3
N 0.509970 0.463019 1.581704 0.5 0.6 -0.3
C 1.569669 0.787362 0.801213 -0.2 0.0 -0.3
O 1.190143 0.386229 -0.439965 0.2 -0.2 -0.1
H 0.155978 -0.504963 -2.371242 -0.1 -0.1 0.1
H -1.208216 -1.234510 -1.695952 0.0 0.0 0.0
H -1.478320 -0.503120 1.236443 0.3 0.3 0.0
H 0.433746 1.259714 2.198785 -0.6 -0.6 1.0
```
Positions in Å, forces in eV/Å.

---

# C2H8N2

2 unconnected molecules or ions with the total composition C2H8N2 at a distorted geometry (ωB97M-V/def2-TZVPD, the Open Molecules 2025 dataset).

The calculation puts the relative energy (zero: lowest compared OMol25 entry of this formula, charge and spin) at 29.09 kcal/mol. Its total energy is -5182.4763 eV. The value obtained for the LUMO energy is 1.21 eV. As for the HOMO-LUMO gap: 9.90 eV. As for the structure (SMILES): C=N.CN. Its spin multiplicity is 1. Its charge is 0.

```
12
Properties=species:S:1:pos:R:3:forces:R:3
C -0.895392 1.793080 0.727578 0.6 -0.7 0.6
N -1.290303 0.591383 0.775404 -1.3 0.3 -0.7
H -0.079886 2.005773 0.043380 0.2 0.4 0.2
H -1.234768 2.529920 1.460094 -0.2 0.4 -0.6
H -2.185135 0.583137 1.285194 0.7 -0.4 0.6
C 0.943836 -0.747332 -1.308027 -0.5 -0.4 1.1
N 1.132970 -1.460549 -0.029359 1.1 -0.5 -0.4
H 1.732542 -1.037002 -1.993514 0.3 0.2 0.1
H 0.019359 -1.004713 -1.818440 -0.3 0.2 0.0
H 0.991147 0.308996 -1.056248 -0.1 0.2 -0.6
H 1.674707 -2.294901 -0.211269 -0.1 -0.1 0.2
H 0.336786 -1.723202 0.530615 -0.4 0.4 -0.5
```
Positions in Å, forces in eV/Å.

---

# C4H8N2P

A gas-phase ion, C4H8N2P (charge +1) at a distorted geometry (ωB97M-V/def2-TZVPD, the Open Molecules 2025 dataset).

The calculation puts the relative energy (zero: lowest compared OMol25 entry of this formula, charge and spin) at 70.34 kcal/mol. Its total energy is -16536.5965 eV. The value obtained for the LUMO energy is -6.17 eV. As for the HOMO-LUMO gap: 6.76 eV. Its spin multiplicity is 1. Its charge is +1.

```
15
Properties=species:S:1:pos:R:3:forces:R:3
C 2.293570 -0.950194 -0.011367 0.5 0.7 0.0
C 0.967644 -0.478031 -0.009168 -0.1 -0.4 0.0
C -0.179395 -1.428497 0.010206 -0.3 -0.1 0.0
C -0.632903 1.324807 -0.014503 -1.0 0.5 0.0
N 1.711455 1.676187 0.016582 2.6 -1.9 0.0
N 0.734598 0.839203 -0.008987 0.6 0.0 0.0
P 3.719584 -0.060780 0.000235 -2.4 1.5 0.0
H 2.404651 -2.029094 -0.019195 0.1 -0.2 0.0
H -0.784465 -1.304667 0.909849 0.0 0.0 0.0
H 0.177787 -2.454592 -0.009165 0.0 0.0 0.0
H -0.830196 -1.287427 -0.851660 -0.1 -0.1 -0.1
H -0.639239 2.400841 -0.188532 0.1 -0.2 0.0
H -1.106056 1.124389 0.948599 0.1 -0.1 -0.1
H -1.211770 0.840216 -0.798451 0.1 0.0 0.0
H 1.486712 2.659860 0.010085 -0.4 0.1 0.0
```
Positions in Å, forces in eV/Å.

---

# C12H23P

2 unconnected molecules or ions with the total composition C12H23P at a distorted geometry (ωB97M-V/def2-TZVPD, the Open Molecules 2025 dataset).

The calculation puts the relative energy (zero: lowest compared OMol25 entry of this formula, charge and spin) at 85.02 kcal/mol. Its total energy is -22099.3015 eV. The value obtained for the LUMO energy (alpha / beta) is 0.14 / 0.32 eV. As for the HOMO-LUMO gap (alpha / beta): 7.13 / 7.43 eV. As for the structure (SMILES): C=CC1CCCCC1.CC=[PH]=CC. Its spin multiplicity is 1. Its charge is 0.

```
36
Properties=species:S:1:pos:R:3:forces:R:3
C -1.205269 -0.155128 1.921959 -0.2 -1.1 -3.3
C -0.416591 -0.136615 0.853727 -5.0 -0.5 -0.8
C -0.737664 -0.194441 -0.602852 -0.3 -1.2 -0.7
C -2.191352 -0.434303 -0.890279 -3.5 0.4 -0.4
C -2.551507 -0.435042 -2.451308 1.8 -0.1 2.1
C -1.978367 0.780200 -3.115162 1.9 0.0 -1.9
C -0.455567 1.183181 -2.817789 -2.5 -0.3 1.9
C -0.375001 1.165489 -1.292249 1.0 -1.9 0.5
H -0.816513 0.106168 2.815168 1.1 0.6 3.0
H -2.150634 -0.594426 1.863583 -1.7 -0.1 0.1
H 0.471880 0.202325 1.045477 4.8 1.8 0.7
H -0.148973 -1.044221 -1.043570 -0.2 0.7 0.1
H -2.804212 0.424598 -0.375724 1.1 -1.1 -1.1
H -2.764483 -1.312865 -0.468856 1.4 0.4 -0.1
H -3.617085 -0.357708 -2.544148 -0.6 -0.4 -0.2
H -2.156406 -1.334036 -2.941104 -0.3 -0.1 0.3
H -2.066309 0.576126 -4.215043 -0.2 0.8 0.7
H -2.580066 1.586837 -2.767451 -0.5 1.1 -0.3
H 0.204822 0.405993 -3.127761 0.7 -0.2 -1.0
H -0.239506 2.227378 -3.121806 0.1 -0.9 -0.5
H 0.583595 1.413257 -0.880926 0.8 0.5 -0.2
H -1.054111 1.843861 -0.883828 -1.2 1.4 0.7
C 2.705580 2.083913 1.223719 -2.6 -0.6 -1.4
C 2.270502 0.669776 1.176049 1.3 -2.5 -0.5
P 2.406169 -0.615395 2.369208 0.6 -0.8 -2.6
C 1.615099 -2.070503 1.832839 2.4 -0.8 -1.6
C 0.846281 -2.945062 2.777288 -1.7 0.3 -3.3
H 2.002331 2.532861 1.916282 0.3 0.8 0.1
H 3.687942 2.201419 1.464353 2.8 0.5 1.2
H 2.619406 2.512233 0.212560 -0.3 0.1 0.4
H 2.420905 0.018270 0.244132 -0.3 1.4 0.8
H 1.932567 -0.373425 3.583995 -1.0 0.8 1.8
H 2.174449 -2.631649 0.925355 -1.6 1.5 2.0
H 1.256621 -3.927284 2.714130 -0.3 -1.1 -0.2
H -0.285551 -2.864964 2.429289 2.1 -0.5 1.1
H 1.018110 -2.666277 3.749479 -0.3 1.0 2.5
```
Positions in Å, forces in eV/Å.

---

# C5H8O

A molecular structure, C5H8O (ωB97M-V/def2-TZVPD, the Open Molecules 2025 dataset).

The calculation puts the relative energy (zero: lowest compared OMol25 entry of this formula, charge and spin) at 124.48 kcal/mol. Its total energy is -7356.8572 eV. The value obtained for the LUMO energy (alpha / beta) is -0.28 / -0.28 eV. As for the HOMO-LUMO gap (alpha / beta): 8.45 / 8.45 eV. Its spin multiplicity is 1. Its charge is 0.

```
14
Properties=species:S:1:pos:R:3:forces:R:3
C -1.196340 1.024291 0.152176 0.0 0.1 -0.1
C 0.210921 0.411102 0.159947 0.0 0.2 0.3
C 0.511043 -0.914331 0.876233 -0.1 0.0 0.1
C 1.184337 -1.272569 -0.457225 0.2 -0.3 0.0
O 0.539230 -0.170165 -1.110535 0.0 0.0 -0.2
C -1.118757 2.014112 -0.957809 -0.3 -0.2 0.1
H -1.963556 0.238040 0.108897 0.1 0.1 -0.1
H -1.284172 1.579653 1.097592 0.0 -0.1 -0.1
H 0.928179 1.199398 0.422213 0.0 -0.1 -0.1
H -0.378908 -1.517327 1.076836 0.1 0.1 0.0
H 1.143482 -0.866453 1.765192 -0.1 0.0 -0.1
H 0.935417 -2.230828 -0.923393 0.0 0.1 0.1
H 2.274808 -1.142303 -0.443532 -0.1 0.0 0.0
H -1.785685 1.647381 -1.766592 0.1 0.1 0.1
```
Positions in Å, forces in eV/Å.

---

Copy entry 1 word for word.
# Cl2H3PSi

2 unconnected molecules or ions with the total composition Cl2H3PSi at a distorted geometry (ωB97M-V/def2-TZVPD, the Open Molecules 2025 dataset).

The calculation puts the relative energy (zero: lowest compared OMol25 entry of this formula, charge and spin) at 43.95 kcal/mol. Its total energy is -42260.5198 eV. The value obtained for the LUMO energy is -0.96 eV. As for the HOMO-LUMO gap: 8.58 eV. Its spin multiplicity is 1. Its charge is 0.

```
7
Properties=species:S:1:pos:R:3:forces:R:3
Si 1.141811 0.522091 2.280032 0.2 0.2 0.2
P -0.461332 0.301910 -1.923963 1.1 -0.7 -1.2
Cl 2.120589 -1.292986 1.978458 -0.2 0.0 -0.1
Cl -0.733737 0.218736 1.465829 -0.2 -0.2 0.4
H -1.472006 1.102529 -1.417565 -0.1 0.3 0.9
H 0.443503 0.038830 -0.860614 -0.2 0.9 0.0
H -1.038828 -0.891109 -1.522175 -0.7 -0.6 -0.2
```
Positions in Å, forces in eV/Å.

---

Question: What is the relative energy (zero: lowest compared OMol25 entry of this formula, charge and spin) in the second record?
Answer: 1.78 kcal/mol

---

Question: Among the records above, which one has the lowest relative energy (zero: lowest compared OMol25 entry of this formula, charge and spin)?
Answer: C35H39GaN7OP

---

Question: Among the records above, which one has the highest relative energy (zero: lowest compared OMol25 entry of this formula, charge and spin)?
Answer: C5H8O